(1)
C38H75N8O4 | wB97M-V/def2-TZVPD

Each line ends with the Löwdin charge.
Cartesian coordinates (Å):
C (13.19, 15.67, 17.37)  -0.0788
C (12.80, 14.48, 16.62)  -0.1960
N (11.38, 14.29, 16.44)  -0.0495
C (10.40, 14.57, 17.34)  -0.0403
C (9.16, 14.42, 16.74)  0.0003
N (9.40, 14.03, 15.40)  -0.0590
C (10.79, 14.02, 15.24)  0.0496
C (8.47, 13.93, 14.29)  0.0102
H (12.75, 16.57, 16.97)  0.0817
H (14.27, 15.72, 17.26)  0.0952
H (13.09, 15.72, 18.45)  0.0904
H (13.17, 13.59, 17.16)  0.1417
H (13.15, 14.42, 15.57)  0.1171
H (10.68, 14.79, 18.36)  0.1444
H (8.21, 14.68, 17.19)  0.1342
H (11.43, 13.64, 14.43)  0.1161
H (7.97, 14.88, 14.19)  0.1052
H (7.78, 13.10, 14.40)  0.0945
H (8.91, 13.74, 13.34)  0.0790
C (10.86, 10.33, 13.76)  -0.0662
C (10.69, 9.35, 14.87)  -0.1693
N (10.02, 10.02, 15.96)  -0.0513
C (10.51, 10.77, 17.00)  0.0002
C (9.44, 11.20, 17.80)  -0.0004
N (8.28, 10.68, 17.21)  -0.0805
C (8.66, 9.97, 16.11)  0.0263
C (6.93, 10.77, 17.81)  0.0560
H (11.27, 9.87, 12.85)  0.0989
H (11.63, 11.09, 13.95)  0.0588
H (9.89, 10.77, 13.50)  0.0850
H (11.66, 9.05, 15.23)  0.1134
H (10.13, 8.46, 14.60)  0.1379
H (11.57, 10.76, 17.23)  0.1367
H (9.43, 11.80, 18.69)  0.1352
H (7.98, 9.41, 15.48)  0.1734
H (6.99, 10.17, 18.70)  0.1127
H (6.24, 10.56, 17.02)  0.1017
H (6.78, 11.82, 18.03)  0.0976
C (17.91, 12.78, 15.18)  -0.0439
C (17.84, 11.50, 14.36)  -0.1795
N (16.92, 10.56, 14.87)  -0.0748
C (15.62, 10.42, 14.60)  0.0268
C (15.11, 9.46, 15.52)  0.0157
N (16.20, 8.97, 16.24)  -0.0787
C (17.31, 9.67, 15.85)  0.0445
C (16.25, 7.67, 16.95)  0.0393
H (18.66, 13.48, 14.83)  0.0921
H (18.19, 12.59, 16.18)  0.0667
H (17.02, 13.41, 15.08)  0.0785
H (18.82, 11.09, 14.18)  0.1371
H (17.44, 11.73, 13.37)  0.1240
H (15.09, 11.04, 13.89)  0.1215
H (14.15, 8.97, 15.54)  0.1118
H (18.32, 9.73, 16.24)  0.1802
H (15.59, 6.97, 16.44)  0.1072
H (15.94, 7.83, 17.98)  0.1023
H (17.26, 7.31, 16.98)  0.1004
C (14.44, 15.61, 8.69)  -0.0700
C (13.16, 15.12, 7.99)  -0.2075
C (12.72, 13.86, 8.61)  -0.1596
N (11.40, 13.22, 8.31)  -0.2676
C (11.35, 13.01, 6.84)  0.0595
C (11.27, 11.93, 9.12)  -0.0669
C (10.74, 12.43, 10.47)  -0.1621
C (10.30, 13.87, 10.34)  -0.1478
C (10.31, 14.04, 8.82)  -0.1188
H (14.81, 16.53, 8.23)  0.0707
H (15.26, 14.91, 8.62)  0.0737
H (14.29, 15.91, 9.72)  0.0502
H (13.40, 14.98, 6.93)  0.1255
H (12.36, 15.86, 7.94)  0.0926
H (12.67, 13.95, 9.69)  0.1156
H (13.38, 13.04, 8.31)  0.1032
H (11.42, 13.99, 6.42)  0.0967
H (10.40, 12.52, 6.72)  0.1121
H (12.20, 12.40, 6.53)  0.1180
H (10.55, 11.23, 8.69)  0.1425
H (12.24, 11.43, 9.18)  0.0903
H (9.85, 11.84, 10.73)  0.1123
H (11.47, 12.19, 11.24)  0.0962
H (9.27, 13.95, 10.71)  0.1066
H (10.85, 14.62, 10.91)  0.0980
H (9.41, 13.66, 8.33)  0.1465
H (10.37, 15.08, 8.49)  0.1308
C (12.59, 19.23, 8.60)  -0.0632
C (13.34, 19.79, 9.84)  -0.1801
C (12.95, 18.94, 11.09)  -0.1528
N (13.65, 19.24, 12.35)  -0.2897
C (13.44, 20.63, 12.72)  0.0343
C (15.11, 18.85, 12.23)  -0.0466
C (15.34, 17.76, 13.34)  -0.1019
C (14.17, 17.96, 14.32)  -0.1334
C (13.06, 18.29, 13.35)  -0.1217
H (11.51, 19.36, 8.63)  0.0867
H (12.84, 18.18, 8.42)  0.0561
H (12.89, 19.73, 7.70)  0.0787
H (13.07, 20.81, 10.07)  0.1054
H (14.41, 19.75, 9.73)  0.1004
H (13.12, 17.90, 10.89)  0.1176
H (11.88, 19.06, 11.16)  0.1416
H (12.37, 20.81, 12.72)  0.1283
H (14.05, 21.19, 12.05)  0.1073
H (13.88, 20.72, 13.71)  0.1186
H (15.73, 19.72, 12.41)  0.1393
H (15.31, 18.51, 11.24)  0.1173
H (16.31, 17.98, 13.81)  0.1225
H (15.36, 16.79, 12.83)  0.1103
H (14.44, 18.78, 14.99)  0.1258
H (13.84, 17.08, 14.86)  0.0970
H (12.17, 18.71, 13.78)  0.1425
H (12.81, 17.37, 12.87)  0.1014
C (16.09, 11.58, 8.50)  -0.0294
C (14.93, 10.88, 7.76)  -0.7375
O (13.70, 11.18, 8.10)  -0.1767
O (15.27, 10.16, 6.88)  0.0451
H (15.88, 12.54, 9.01)  0.0338
H (16.86, 11.68, 7.76)  0.0694
H (16.43, 10.93, 9.30)  0.0582
C (14.72, 13.42, 12.02)  -0.0031
C (13.49, 13.85, 12.83)  -0.7056
O (13.01, 13.00, 13.67)  -0.1544
O (12.98, 14.97, 12.61)  -0.0466
H (15.53, 12.95, 12.58)  0.0457
H (15.25, 14.24, 11.55)  0.0632
H (14.33, 12.79, 11.22)  0.0819

Total charge: +3
Maximum force (eV Å⁻¹): 3.9
Multiplicity: 1
HOMO (eV): -12.0
Orbital gap (eV): 5.4
LUMO energy (Ha): -0.2415
Molecular weight (g mol⁻¹): 708.07
ΔE to the lowest compared entry with this formula, charge and spin (eV): 0.0000

---

(2)
C38H77BrClFN3O8 | wB97M-V/def2-TZVPD

Each line ends with the Löwdin charge.
Cartesian coordinates (Å):
C (-2.45, -4.13, 2.24)  0.0484
C (-1.20, -3.89, 1.81)  -0.1563
C (-0.67, -2.48, 1.90)  -0.1228
C (0.52, -2.05, 0.98)  -0.3171
C (1.52, -3.21, 1.26)  -0.0410
C (0.24, -2.07, -0.57)  -0.3251
C (-0.83, -3.01, -1.12)  -0.0390
C (-2.28, -2.64, -0.80)  -0.3180
C (-3.02, -1.89, -1.83)  -0.0629
O (-3.24, -3.28, -1.58)  0.0029
C (1.56, -2.39, -1.46)  -0.5783
Cl (1.88, -1.09, -2.68)  0.7097
C (1.59, -3.69, -2.28)  -0.2860
C (1.94, -4.97, -1.53)  -0.0785
O (-0.13, -0.74, -0.98)  -0.1272
C (-0.81, 0.01, -0.01)  -0.1266
C (0.08, 0.48, 1.17)  -0.2448
C (0.69, 1.81, 0.66)  -0.2956
F (1.66, 2.31, 1.53)  -0.0226
C (1.14, 2.00, -0.79)  -0.2111
C (1.77, 3.40, -0.94)  -0.0567
N (-0.86, 0.71, 2.28)  0.0683
C (-0.57, 1.65, 3.37)  -0.4192
C (-0.51, 1.11, 4.78)  0.0269
O (-0.54, 2.82, 3.20)  0.1622
C (-2.24, 1.05, 1.84)  -0.4403
C (-3.32, 0.15, 2.37)  0.0357
O (-2.49, 2.00, 1.17)  0.1693
N (1.07, -0.70, 1.45)  -0.2353
Br (2.83, -0.35, 0.67)  1.1630
C (1.44, -0.77, 2.95)  -0.2829
N (2.34, 0.26, 3.36)  0.0226
H (-2.69, -5.03, 2.79)  0.0715
H (-3.26, -3.45, 2.02)  0.0684
H (-0.65, -4.72, 1.38)  0.1101
H (-1.53, -1.81, 1.84)  0.0809
H (-0.35, -2.44, 2.94)  0.1023
H (2.55, -2.97, 1.01)  0.0599
H (1.23, -4.08, 0.69)  0.0694
H (1.50, -3.48, 2.31)  0.0878
H (-0.69, -4.07, -0.92)  0.1296
H (-0.86, -2.83, -2.19)  0.1260
H (-2.55, -2.42, 0.23)  0.0954
H (-2.50, -1.71, -2.76)  0.1241
H (-3.84, -1.26, -1.51)  0.1184
H (2.47, -2.40, -0.88)  0.0195
H (2.45, -3.55, -2.93)  0.0842
H (0.77, -3.82, -2.99)  0.1120
H (1.11, -5.41, -0.98)  0.0653
H (2.74, -4.75, -0.81)  0.0757
H (2.34, -5.70, -2.22)  0.0699
H (-1.25, 0.87, -0.50)  0.1463
H (-1.65, -0.58, 0.35)  0.1053
H (-0.14, 2.51, 0.76)  0.1436
H (0.29, 2.00, -1.47)  0.1230
H (1.85, 1.28, -1.16)  0.0242
H (2.78, 3.44, -0.53)  0.0800
H (1.84, 3.60, -2.01)  0.0854
H (1.12, 4.16, -0.53)  0.0576
H (-0.78, 0.06, 4.85)  0.0768
H (-1.18, 1.72, 5.38)  0.1049
H (0.48, 1.24, 5.21)  0.0874
H (-3.88, -0.29, 1.54)  0.0990
H (-4.00, 0.75, 2.97)  0.1061
H (-2.92, -0.63, 3.01)  0.0760
H (0.54, -0.83, 3.54)  0.0804
H (2.00, -1.68, 3.13)  0.1169
H (3.00, -0.11, 4.03)  0.1033
H (1.89, 1.03, 3.82)  0.0610
C (-1.58, 8.13, -0.19)  -0.0726
C (-1.74, 6.66, -0.54)  -0.2762
O (-0.64, 5.86, -0.13)  -0.1738
C (-0.38, 5.83, 1.26)  -0.2682
C (-1.52, 5.26, 2.09)  -0.0801
H (-0.63, 8.52, -0.56)  0.0856
H (-2.39, 8.72, -0.62)  0.0683
H (-1.60, 8.29, 0.89)  0.0687
H (-1.79, 6.56, -1.62)  0.1108
H (-2.68, 6.26, -0.14)  0.1106
H (-0.09, 6.82, 1.62)  0.1134
H (0.49, 5.18, 1.37)  0.1058
H (-2.40, 5.91, 2.07)  0.0762
H (-1.21, 5.15, 3.12)  0.0705
H (-1.83, 4.29, 1.70)  0.0485
C (3.52, -7.61, -6.63)  -0.0757
C (2.85, -6.39, -6.03)  -0.2766
O (3.28, -6.08, -4.71)  -0.1829
C (4.66, -5.78, -4.57)  -0.2826
C (5.11, -4.56, -5.36)  -0.0743
H (3.43, -8.47, -5.96)  0.0831
H (3.06, -7.86, -7.58)  0.0797
H (4.58, -7.44, -6.81)  0.0682
H (1.78, -6.57, -5.94)  0.1180
H (2.96, -5.52, -6.68)  0.1091
H (5.27, -6.65, -4.82)  0.1103
H (4.80, -5.59, -3.50)  0.1113
H (5.05, -4.73, -6.44)  0.0698
H (6.14, -4.32, -5.12)  0.0790
H (4.48, -3.70, -5.13)  0.0760
C (-3.82, 8.46, -3.55)  -0.0834
C (-3.72, 7.87, -4.94)  -0.2829
O (-3.47, 8.83, -5.95)  -0.1557
C (-2.26, 9.55, -5.83)  -0.2797
C (-1.01, 8.67, -5.87)  -0.0799
H (-4.54, 9.27, -3.52)  0.0850
H (-4.13, 7.69, -2.83)  0.0728
H (-2.86, 8.86, -3.21)  0.0570
H (-4.68, 7.41, -5.21)  0.1189
H (-2.97, 7.07, -4.97)  0.1061
H (-2.26, 10.16, -4.92)  0.1077
H (-2.24, 10.24, -6.67)  0.1193
H (-0.94, 8.02, -5.00)  0.0612
H (-0.12, 9.30, -5.89)  0.0768
H (-1.02, 8.04, -6.76)  0.0821
C (-0.86, -4.78, 7.98)  -0.0723
C (-0.75, -5.15, 6.51)  -0.2684
O (-0.57, -4.03, 5.66)  -0.1708
C (0.59, -3.25, 5.88)  -0.2873
C (1.89, -4.02, 5.69)  -0.0682
H (-1.64, -4.03, 8.13)  0.0841
H (-1.11, -5.67, 8.57)  0.0829
H (0.07, -4.38, 8.38)  0.0689
H (-1.67, -5.62, 6.18)  0.1195
H (0.05, -5.88, 6.36)  0.1112
H (0.55, -2.78, 6.87)  0.1143
H (0.53, -2.44, 5.15)  0.0842
H (2.02, -4.79, 6.45)  0.0747
H (2.74, -3.34, 5.76)  0.0773
H (1.90, -4.51, 4.71)  0.0754

Total charge: +1
Maximum force (eV Å⁻¹): 2.4
Multiplicity: 1
HOMO (eV): -10.8
Orbital gap (eV): 6.6
LUMO energy (Ha): -0.1546
Molecular weight (g mol⁻¹): 838.40